DFT (ωB97M-V with the def2-TZVPD basis set) results for a cluster of 2 separate species, C4H6N2O3 in total at a distorted geometry.

Geometry (Å):
O (-0.28980, 2.30777, -0.47138)
C (0.33212, 1.27444, -0.09742)
C (1.73462, 1.12017, 0.22297)
C (2.26525, -0.20551, 0.14551)
N (1.43703, -1.29539, -0.15165)
C (-0.03766, -1.17312, -0.18467)
O (-0.72497, -2.07481, -0.28626)
N (-0.45966, 0.04654, -0.34386)
H (2.20355, 2.05420, 0.21148)
H (3.37262, -0.46567, 0.38289)
H (1.73176, -2.18406, 0.04302)
H (-1.51928, 0.21717, -0.30755)
O (-2.91166, 0.13579, 0.29449)
H (-3.58893, -0.12786, -0.36826)
H (-3.54498, 0.37033, 0.91070)

Results
Multiplicity: 1
SMILES string: O=c1cc[nH]c(=O)[nH]1.O
Highest occupied orbital energy, eV: -9.0
HOMO-LUMO gap, Eh: 0.3470
Largest force on an atom, eV/A: 7.71
Energy relative to the best compared isomer or geometry (same formula, charge and spin), kcal per mole: 40.1
E_LUMO, eV: 0.4691
Electronic energy, eV: -13367.23794
Total charge: 0

Here are the natural (NBO) charges for atoms 1 to 6, given in e:
1 O -0.6072
2 C 0.6339
3 C -0.4368
4 C 0.1043
5 N -0.6223
6 C 0.7903

=====

DFT (ωB97M-V with the def2-TZVPD basis set) results for a structure of composition C4H6N2O3 at a distorted geometry.

Geometry (Å):
C (0.32750, -0.32706, -0.38573)
C (-1.18772, 1.41541, 0.09151)
C (-2.12493, 1.76613, 1.06889)
C (0.48168, -1.74425, 0.26735)
H (3.07562, 0.34346, -1.70007)
H (-0.83596, -0.28465, 1.24755)
H (-0.90356, 1.89699, -1.14199)
H (-2.79285, 2.54607, 0.43478)
H (-2.45526, 1.24667, 2.12763)
H (2.05882, -2.02326, -0.77128)
N (1.23689, 0.27386, -1.14349)
N (-0.57858, 0.15314, 0.24056)
O (2.48233, -0.41673, -1.28602)
O (1.50683, -2.55482, -0.14273)
O (-0.29081, -2.29098, 1.09304)

Results
Multiplicity: 1
Highest occupied orbital energy, eV: -8.5
HOMO-LUMO gap, Eh: 0.3088
Largest force on an atom, eV/A: 12.85
Energy relative to the best compared isomer or geometry (same formula, charge and spin), kcal per mole: 163.9
E_LUMO, eV: -0.0684
Electronic energy, eV: -13361.87266
Total charge: 0

Here are the natural (NBO) charges for atoms 1 to 6, given in e:
1 C 0.2912
2 C -0.0220
3 C -0.5163
4 C 0.7232
5 H 0.5121
6 H 0.4541

=====

DFT (ωB97M-V with the def2-TZVPD basis set) results for the molecule C4H6N2OS at a distorted geometry.

Geometry (Å):
C (1.75688, 0.23756, 0.57198)
N (1.04646, -0.76573, -0.19289)
C (-0.27710, -0.89988, -0.44982)
O (-0.75122, -1.75694, -1.12533)
C (-1.12536, 0.22365, 0.23516)
S (-2.89911, -0.24154, 0.31297)
C (-0.94931, 1.48153, -0.48137)
N (-0.74226, 2.50141, -1.00915)
H (1.54894, 0.05482, 1.65028)
H (2.85638, 0.12197, 0.43717)
H (1.57030, 1.28067, 0.26411)
H (1.54415, -1.45718, -0.75729)
H (-0.79184, 0.31974, 1.27384)
H (-2.78692, -1.10006, -0.72968)

Results
Multiplicity: 1
SMILES string: CNC(=O)[C@H](S)C#N
Highest occupied orbital energy, eV: -9.7
HOMO-LUMO gap, Eh: 0.3769
Largest force on an atom, eV/A: 2.59
Energy relative to the best compared isomer or geometry (same formula, charge and spin), kcal per mole: 36.3
E_LUMO, eV: 0.5304
Electronic energy, eV: -20107.76597
Total charge: 0

Here are the natural (NBO) charges for atoms 1 to 6, given in e:
1 C -0.4359
2 N -0.6173
3 C 0.7026
4 O -0.5841
5 C -0.5500
6 S 0.0047

=====

DFT (ωB97M-V with the def2-TZVPD basis set) results for the molecule C4H6N2OS at a distorted geometry.

Geometry (Å):
H (1.47454, -0.63280, 2.32922)
N (0.46772, -0.75100, 2.20309)
C (0.13694, -0.40150, 1.01582)
C (-1.23030, -0.63299, 0.47882)
O (-1.93325, 0.48342, 0.02186)
C (-1.19408, -0.32654, -0.92754)
C (0.16650, 0.23726, -1.30509)
N (0.84350, 0.19349, 0.01442)
S (2.35160, 0.99180, 0.23465)
H (-1.76933, -1.45328, 0.91848)
H (-1.85735, -0.84202, -1.63464)
H (0.05572, 1.25431, -1.67765)
H (0.64506, -0.45094, -1.97790)
H (1.84275, 2.33081, 0.30646)

Results
Multiplicity: 1
SMILES string: [H]/N=C1/[C@H]2O[C@H]2CN1S
Highest occupied orbital energy, eV: -9.3
HOMO-LUMO gap, Eh: 0.3630
Largest force on an atom, eV/A: 2.37
Energy relative to the best compared isomer or geometry (same formula, charge and spin), kcal per mole: 72.4
E_LUMO, eV: 0.5707
Electronic energy, eV: -20106.20376
Total charge: 0

Here are the natural (NBO) charges for atoms 1 to 6, given in e:
1 H 0.3389
2 N -0.6696
3 C 0.4030
4 C 0.0050
5 O -0.4605
6 C 0.0363

=====

DFT (ωB97M-V with the def2-TZVPD basis set) results for the molecule C4H6N2OS at a distorted geometry.

Geometry (Å):
O (2.09115, -2.02294, 0.92974)
N (0.82963, -1.94378, 0.40617)
C (0.22292, -0.91371, 0.04877)
N (-1.11740, -0.78757, -0.39518)
C (-1.53884, 0.66537, 0.01008)
C (-0.19975, 1.35223, -0.68874)
C (0.85812, 0.44077, -0.05375)
S (2.30804, 0.81251, 0.70419)
H (2.54551, -1.19645, 1.11729)
H (-1.75224, -1.69092, -0.36560)
H (-2.65702, 0.80078, -0.25758)
H (-1.28104, 0.89110, 1.20723)
H (-0.14716, 1.02737, -1.85368)
H (-0.16194, 2.56523, -0.80894)

Results
Multiplicity: 1
SMILES string: O/N=C1/NCCC1=S
Highest occupied orbital energy, eV: -8.8
HOMO-LUMO gap, Eh: 0.2837
Largest force on an atom, eV/A: 3.37
Energy relative to the best compared isomer or geometry (same formula, charge and spin), kcal per mole: 134.6
E_LUMO, eV: -1.0328
Electronic energy, eV: -20103.50301
Total charge: 0

Here are the natural (NBO) charges for atoms 1 to 6, given in e:
1 O -0.5303
2 N -0.1039
3 C 0.2227
4 N -0.6553
5 C -0.2140
6 C -0.4973

=====

DFT (ωB97M-V with the def2-TZVPD basis set) results for the molecule C4H6N2OS at a distorted geometry.

Geometry (Å):
C (-0.37038, -0.97960, -0.10332)
C (-0.77169, 0.45891, -0.13737)
C (-2.11289, 0.59815, -0.20050)
N (-3.10800, 1.02862, -0.74423)
C (0.06800, 1.57117, 0.06246)
O (-0.32948, 2.69847, 0.28344)
N (1.42880, 1.38950, 0.23887)
S (2.73474, 0.62376, -0.54262)
H (-0.25211, -1.53457, 0.95228)
H (0.58029, -1.11617, -0.51507)
H (-1.18951, -1.50480, -0.53659)
H (-4.00279, 1.43949, -0.30411)
H (1.76798, 2.30600, 0.59462)
H (2.70397, -0.61743, 0.06370)

Results
Multiplicity: 1
SMILES string: CC(=C=N)C(=O)NS
Highest occupied orbital energy, eV: -8.8
HOMO-LUMO gap, Eh: 0.3346
Largest force on an atom, eV/A: 3.59
Energy relative to the best compared isomer or geometry (same formula, charge and spin), kcal per mole: 87.3
E_LUMO, eV: 0.3043
Electronic energy, eV: -20105.55694
Total charge: 0

Here are the natural (NBO) charges for atoms 1 to 6, given in e:
1 C -0.5978
2 C -0.3445
3 C 0.5229
4 N -0.5833
5 C 0.6397
6 O -0.6016

=====

DFT (ωB97M-V with the def2-TZVPD basis set) results for a cluster of 2 separate species, C4H6N2OS in total at a distorted geometry.

Geometry (Å):
C (0.33168, -0.54722, 0.72156)
C (-0.79389, 0.12229, -1.26893)
C (-0.50199, 1.44407, -1.30682)
C (0.09667, 1.84161, 0.02480)
H (1.34189, -3.46011, 2.74542)
H (0.13291, -1.96849, -1.10701)
H (-1.60680, -0.26029, -2.06799)
H (-0.92219, 2.22874, -1.97227)
H (0.86381, 2.78528, -0.14082)
H (-0.75478, 2.35196, 0.59297)
N (1.03813, -1.35365, 1.52988)
N (-0.52491, -0.90660, -0.22855)
O (0.51015, 0.72534, 0.95443)
S (0.78931, -3.00293, 1.52333)

Results
Multiplicity: 1
Highest occupied orbital energy, eV: -7.8
HOMO-LUMO gap, Eh: 0.2647
Largest force on an atom, eV/A: 6.98
Energy relative to the best compared isomer or geometry (same formula, charge and spin), kcal per mole: 155.0
E_LUMO, eV: -0.5591
Electronic energy, eV: -20102.62000
Total charge: 0

Here are the natural (NBO) charges for atoms 1 to 6, given in e:
1 C 0.6367
2 C -0.0294
3 C -0.2963
4 C -0.1044
5 H 0.1335
6 H 0.3732

=====

DFT (ωB97M-V with the def2-TZVPD basis set) results for the molecule C4H6N2OS at a distorted geometry.

Geometry (Å):
C (-1.82260, 0.73951, 1.46813)
C (-0.53654, 0.50438, 1.18039)
N (0.00393, 0.07598, -0.06223)
C (-0.78445, -0.05320, -1.22311)
O (-1.98160, 0.02606, -1.24632)
C (1.41060, -0.09567, -0.19553)
N (1.75938, -1.05828, -1.09837)
S (2.51608, 0.77425, 0.66415)
H (-2.56104, 0.61727, 0.73978)
H (-2.01420, 1.03471, 2.45453)
H (0.26174, 0.62223, 1.91945)
H (-0.13336, -0.14291, -2.11908)
H (2.74328, -1.24834, -1.18751)
H (1.13878, -1.79599, -1.29428)

Results
Multiplicity: 1
SMILES string: C=CN(C=O)C(N)=S
Highest occupied orbital energy, eV: -9.0
HOMO-LUMO gap, Eh: 0.3384
Largest force on an atom, eV/A: 2.38
Energy relative to the best compared isomer or geometry (same formula, charge and spin), kcal per mole: 38.3
E_LUMO, eV: 0.2143
Electronic energy, eV: -20107.67921
Total charge: 0

Here are the natural (NBO) charges for atoms 1 to 6, given in e:
1 C -0.4161
2 C -0.0231
3 N -0.5054
4 C 0.5334
5 O -0.5427
6 C 0.2676

=====

DFT (ωB97M-V with the def2-TZVPD basis set) results for the molecule C4H6N2OS at a distorted geometry.

Geometry (Å):
C (-0.02498, 0.18325, -0.10562)
C (-1.76437, 0.33064, 0.10075)
C (0.56161, -1.16262, 0.09706)
C (2.02995, -0.80845, -0.03652)
N (0.74730, 1.15836, -0.24847)
N (-2.07778, 1.67208, 0.21254)
O (2.03488, 0.67601, -0.16783)
S (-2.67920, -1.00792, 0.24286)
H (0.35262, -1.62015, 0.97149)
H (-0.01482, -1.76563, -0.69716)
H (2.80551, -0.82356, 0.81733)
H (2.45313, -1.10290, -0.91897)
H (-1.39166, 2.27651, -0.24899)
H (-3.03219, 1.99437, -0.01848)

Results
Multiplicity: 3
Highest occupied orbital energy (spin up / spin down), eV: -6.0 / -9.2
HOMO-LUMO gap (spin up / spin down), Eh: 0.2495 / 0.2304
Largest force on an atom, eV/A: 6.67
Energy relative to the best compared isomer or geometry (same formula, charge and spin), kcal per mole: 57.2
E_LUMO (spin up / spin down), eV: 0.7874 / -2.9171
Electronic energy, eV: -20102.08031
Total charge: 0

Here are the natural (NBO) charges for atoms 1 to 6, given in e:
1 C 0.2387
2 C -0.2259
3 C -0.5211
4 C -0.1055
5 N -0.1598
6 N -0.8064

=====

DFT (ωB97M-V with the def2-TZVPD basis set) results for the molecule C4H6N2OS at a distorted geometry.

Geometry (Å):
C (1.27937, 1.00285, -0.77077)
C (-0.01414, 0.26255, -0.76780)
C (2.73763, -0.18977, 0.85851)
C (-1.95963, 0.24713, 0.74602)
N (2.26171, 0.41773, -0.07389)
N (-0.61061, 0.04209, 0.55156)
O (-0.98506, -2.30863, -0.75069)
S (0.04073, -1.46619, -0.11090)
H (1.65590, 1.92614, -1.37409)
H (-0.55365, 0.28576, -1.63285)
H (3.43525, -0.91646, 0.76825)
H (-2.23279, 0.06460, 1.79995)
H (-2.57816, -0.59483, 0.22304)
H (-2.47655, 1.22705, 0.53368)

Results
Multiplicity: 3
Highest occupied orbital energy (spin up / spin down), eV: -6.0 / -9.3
HOMO-LUMO gap (spin up / spin down), Eh: 0.2500 / 0.2885
Largest force on an atom, eV/A: 5.22
Energy relative to the best compared isomer or geometry (same formula, charge and spin), kcal per mole: 91.0
E_LUMO (spin up / spin down), eV: 0.8099 / -1.4132
Electronic energy, eV: -20100.61376
Total charge: 0

Here are the natural (NBO) charges for atoms 1 to 6, given in e:
1 C 0.0281
2 C -0.2853
3 C 0.1474
4 C -0.4516
5 N -0.4866
6 N -0.5690

=====

Copy entry 7 word for word.
DFT (ωB97M-V with the def2-TZVPD basis set) results for a cluster of 2 separate species, C4H6N2OS in total at a distorted geometry.

Geometry (Å):
C (0.33168, -0.54722, 0.72156)
C (-0.79389, 0.12229, -1.26893)
C (-0.50199, 1.44407, -1.30682)
C (0.09667, 1.84161, 0.02480)
H (1.34189, -3.46011, 2.74542)
H (0.13291, -1.96849, -1.10701)
H (-1.60680, -0.26029, -2.06799)
H (-0.92219, 2.22874, -1.97227)
H (0.86381, 2.78528, -0.14082)
H (-0.75478, 2.35196, 0.59297)
N (1.03813, -1.35365, 1.52988)
N (-0.52491, -0.90660, -0.22855)
O (0.51015, 0.72534, 0.95443)
S (0.78931, -3.00293, 1.52333)

Results
Multiplicity: 1
Highest occupied orbital energy, eV: -7.8
HOMO-LUMO gap, Eh: 0.2647
Largest force on an atom, eV/A: 6.98
Energy relative to the best compared isomer or geometry (same formula, charge and spin), kcal per mole: 155.0
E_LUMO, eV: -0.5591
Electronic energy, eV: -20102.62000
Total charge: 0

Here are the natural (NBO) charges for atoms 1 to 6, given in e:
1 C 0.6367
2 C -0.0294
3 C -0.2963
4 C -0.1044
5 H 0.1335
6 H 0.3732

=====

Number 5 is which compound? C4H6N2OS

=====

What did the third record say?
DFT (ωB97M-V with the def2-TZVPD basis set) results for the molecule C4H6N2OS at a distorted geometry.

Geometry (Å):
C (1.75688, 0.23756, 0.57198)
N (1.04646, -0.76573, -0.19289)
C (-0.27710, -0.89988, -0.44982)
O (-0.75122, -1.75694, -1.12533)
C (-1.12536, 0.22365, 0.23516)
S (-2.89911, -0.24154, 0.31297)
C (-0.94931, 1.48153, -0.48137)
N (-0.74226, 2.50141, -1.00915)
H (1.54894, 0.05482, 1.65028)
H (2.85638, 0.12197, 0.43717)
H (1.57030, 1.28067, 0.26411)
H (1.54415, -1.45718, -0.75729)
H (-0.79184, 0.31974, 1.27384)
H (-2.78692, -1.10006, -0.72968)

Results
Multiplicity: 1
SMILES string: CNC(=O)[C@H](S)C#N
Highest occupied orbital energy, eV: -9.7
HOMO-LUMO gap, Eh: 0.3769
Largest force on an atom, eV/A: 2.59
Energy relative to the best compared isomer or geometry (same formula, charge and spin), kcal per mole: 36.3
E_LUMO, eV: 0.5304
Electronic energy, eV: -20107.76597
Total charge: 0

Here are the natural (NBO) charges for atoms 1 to 6, given in e:
1 C -0.4359
2 N -0.6173
3 C 0.7026
4 O -0.5841
5 C -0.5500
6 S 0.0047